(1)
{
  "formula": "C32H48P2Sm",
  "method": "the ωB97M-V functional and the def2-TZVPD basis",
  "species": ["Sm", "C", "C", "C", "C", "C", "C", "H", "H", "H", "C", "H", "H", "H", "C", "H", "H", "H", "C", "H", "H", "H", "C", "H", "H", "H", "C", "C", "C", "C", "C", "C", "C", "C", "H", "H", "H", "H", "H", "H", "H", "H", "H", "H", "H", "H", "P", "P", "C", "C", "H", "H", "H", "H", "C", "H", "H", "H", "C", "H", "H", "H", "C", "H", "H", "H", "C", "H", "H", "H", "C", "C", "C", "C", "C", "C", "C", "C", "H", "H", "H", "H", "H"],
  "positions_angstrom": [[0.404516, -1.342246, 1.915349], [-1.525200, -0.792784, 3.368453], [-2.030482, -1.364861, 2.164403], [-0.827553, -2.992052, 3.274957], [-0.730525, -1.777253, 4.018347], [-1.643127, -2.741983, 2.135472], [-1.852576, 0.551265, 3.906493], [-2.717978, 0.979148, 3.387913], [-0.997215, 1.213605, 3.778254], [-2.056782, 0.455873, 4.985141], [0.100555, -1.566902, 5.227690], [-0.476958, -1.036901, 5.993495], [0.966145, -0.942021, 4.970450], [0.414813, -2.539078, 5.628276], [0.020565, -4.188836, 3.517614], [0.096414, -4.357677, 4.600478], [1.038932, -4.016792, 3.111844], [-0.433251, -5.076489, 3.053601], [-1.993157, -3.731310, 1.084667], [-2.627083, -4.548626, 1.463762], [-1.062936, -4.171977, 0.703815], [-2.527256, -3.237499, 0.268048], [-2.771940, -0.641049, 1.099725], [-3.791499, -1.039764, 1.006751], [-2.275506, -0.751801, 0.120522], [-2.830402, 0.421435, 1.359115], [-0.487618, 3.039689, -0.373881], [-1.754782, 2.827526, 0.073935], [-3.021508, 2.712328, -0.726179], [-2.809921, 2.393061, -2.226659], [-2.491378, 0.951493, -2.521587], [-1.278738, 0.375060, -2.419926], [-0.170247, 0.805588, -1.466507], [0.168561, 2.317002, -1.512094], [-3.529628, 3.682947, -0.694586], [-2.002910, 3.034615, -2.575685], [-3.716978, 2.006280, -0.249732], [-0.133000, 2.738912, -2.488561], [0.034672, 3.987962, -0.110868], [-1.898760, 2.677100, 1.152811], [1.254728, 2.489525, -1.431060], [-0.464750, 0.558391, -0.417430], [-1.044928, -0.533592, -3.025798], [0.760293, 0.226611, -1.651758], [-3.718119, 2.667660, -2.791682], [-3.369194, 0.342913, -2.797077], [1.514070, 0.041990, -4.195905], [1.968894, -3.002219, -4.368644], [2.330872, -0.555108, -5.782292], [2.888113, -1.970647, -5.630786], [3.134186, 0.162848, -6.003140], [1.592318, -0.482268, -6.597331], [2.860600, -2.495607, -6.599559], [3.933616, -1.950398, -5.278669], [2.854789, -4.528101, -4.903552], [2.382448, -5.406770, -4.455558], [3.888028, -4.448613, -4.546805], [2.860000, -4.630362, -5.996804], [0.406868, -3.236560, -5.369427], [0.627564, -3.370742, -6.443026], [-0.254916, -2.368469, -5.221205], [-0.093422, -4.137212, -4.976879], [2.888239, 1.114542, -3.613824], [2.681980, 1.494991, -2.603822], [3.048785, 1.945321, -4.314550], [3.787793, 0.487730, -3.578479], [0.359442, 1.267175, -4.921910], [0.321349, 1.125544, -6.014317], [0.629603, 2.316132, -4.681589], [-0.640318, 1.046411, -4.493402], [1.125599, 0.613839, 2.919562], [1.246571, 1.514916, 3.786701], [1.305465, 2.525492, 4.755729], [2.238035, 2.454716, 5.809953], [2.124723, 3.322425, 6.891015], [1.132724, 4.307061, 6.924995], [0.263573, 4.431822, 5.838591], [0.342751, 3.563865, 4.754017], [3.032856, 1.711433, 5.765436], [2.812271, 3.225015, 7.724444], [1.033232, 4.964447, 7.789537], [-0.497034, 5.206691, 5.842307], [-0.327974, 3.674174, 3.898874]],
  "forces_ev_per_angstrom": [[2.01, 0.42, -1.58], [-0.47, -0.51, -0.07], [-0.15, -0.67, 1.01], [-0.61, 0.78, -0.07], [-1.03, -0.32, -0.12], [-0.31, 0.41, 0.92], [-0.01, 0.30, 0.25], [0.10, -0.08, 0.31], [-0.35, 0.10, 0.16], [-0.11, 0.20, -0.38], [0.07, -0.16, 0.31], [0.20, -0.05, -0.06], [-0.01, -0.18, 0.37], [0.09, 0.42, 0.07], [-0.37, -0.22, 0.15], [0.24, -0.13, -0.40], [-0.05, -0.43, 0.15], [0.43, 0.21, 0.10], [0.20, -0.07, -0.34], [0.26, 0.29, -0.06], [-0.27, -0.26, -0.29], [0.11, -0.22, 0.00], [-0.33, 0.03, -0.13], [0.19, 0.17, -0.12], [-0.30, 0.19, 0.10], [-0.04, -0.20, -0.30], [-0.28, 1.28, -0.53], [0.11, -0.22, 0.49], [0.07, -1.41, -0.63], [-0.53, -0.05, 0.74], [0.17, -0.38, 0.15], [-0.31, -0.91, 0.41], [0.74, 0.22, -0.65], [-0.33, 0.42, -0.66], [0.29, 0.08, 0.35], [-0.19, 0.02, -0.15], [-0.01, 0.03, -0.25], [0.39, -0.33, 0.18], [0.36, -1.46, 1.43], [-0.21, 1.80, 0.05], [-0.46, -0.11, 0.07], [-0.10, 0.19, -0.47], [-0.56, 0.25, 1.08], [-0.60, 0.20, -0.22], [0.38, -0.11, 0.26], [0.72, 0.29, -0.77], [0.34, -0.03, -0.80], [0.13, -0.39, -1.19], [-0.04, 0.39, 0.31], [0.06, 0.14, 0.28], [-0.22, -0.16, -0.20], [0.24, -0.20, 0.34], [0.13, 0.10, 0.35], [-0.27, 0.04, -0.23], [-0.12, -0.22, 0.17], [0.19, -0.01, -0.06], [-0.15, -0.18, -0.07], [-0.01, -0.06, 0.26], [0.10, -0.03, 0.43], [-0.10, 0.05, 0.44], [0.13, -0.32, -0.14], [0.02, 0.34, -0.25], [0.08, -0.01, 0.15], [0.19, -0.02, -0.34], [0.06, -0.15, 0.26], [-0.07, 0.22, 0.09], [-0.66, 0.41, 0.01], [-0.05, 0.26, 0.42], [-0.15, -0.57, -0.23], [0.57, 0.47, -0.58], [0.40, 2.07, 1.91], [0.12, -2.55, -3.09], [-0.13, 1.13, 1.10], [-0.36, 0.11, -0.09], [-0.01, 0.15, -0.02], [0.01, -0.34, -0.28], [0.04, 0.02, -0.03], [0.32, -0.27, 0.18], [-0.26, 0.09, 0.12], [-0.02, 0.05, -0.10], [0.07, -0.18, -0.28], [0.11, -0.06, -0.01], [0.14, -0.10, 0.33]],
  "lowdin_spin": [5.112, -0.005, -0.017, -0.014, -0.019, -0.020, 0.001, 0.000, 0.000, 0.000, -0.002, -0.001, -0.001, 0.000, -0.001, 0.000, -0.001, 0.000, -0.003, -0.001, -0.001, 0.000, -0.002, -0.001, 0.000, 0.000, 0.000, 0.000, 0.000, 0.000, 0.000, 0.000, 0.000, 0.000, 0.000, 0.000, 0.000, 0.000, 0.000, 0.000, 0.000, 0.000, 0.000, 0.000, 0.000, 0.000, 0.000, 0.000, 0.000, 0.000, 0.000, 0.000, 0.000, 0.000, 0.000, 0.000, 0.000, 0.000, 0.000, 0.000, 0.000, 0.000, 0.000, 0.000, 0.000, 0.000, 0.000, 0.000, 0.000, 0.000, -0.024, -0.003, 0.000, 0.000, 0.000, 0.000, 0.000, 0.000, 0.000, 0.000, 0.000, 0.000, 0.000],
  "orbital_gap_ev": [5.90, 6.21],
  "e_lumo_ev": [-3.9, -3.6],
  "charge": 1,
  "multiplicity": 6,
  "s2": 8.77,
  "total_energy_ev": -70432.1743
}

=====

(2)
{
  "formula": "C32H49BCaN12O4SSeSi",
  "method": "the ωB97M-V functional and the def2-TZVPD basis",
  "species": ["Ca", "C", "C", "C", "C", "N", "N", "B", "N", "C", "C", "C", "C", "N", "N", "C", "C", "C", "C", "N", "N", "C", "C", "C", "C", "N", "H", "H", "H", "H", "H", "H", "H", "H", "H", "H", "H", "H", "H", "H", "H", "H", "H", "H", "H", "H", "C", "Si", "C", "C", "C", "H", "H", "H", "H", "H", "H", "H", "H", "H", "H", "H", "C", "C", "N", "C", "S", "N", "C", "C", "H", "H", "H", "H", "H", "H", "H", "H", "H", "H", "H", "H", "O", "Se", "O", "O", "O", "N", "C", "N", "C", "C", "C", "C", "C", "C", "H", "H", "H", "H", "H", "H"],
  "positions_angstrom": [[-0.969151, -0.243321, 0.589386], [3.114423, -2.512746, -0.550855], [2.528703, -2.603439, 0.819667], [3.136457, -3.150195, 1.968009], [2.178174, -3.052400, 2.947273], [1.078067, -2.488918, 2.401068], [1.298131, -2.194773, 1.101074], [-0.277276, -2.319260, 3.143322], [-1.476718, -2.605241, 2.201292], [-2.600101, -3.254476, 2.580649], [-3.303920, -3.591559, 1.452424], [-2.545008, -3.080251, 0.385666], [-2.844806, -3.167885, -1.072957], [-1.452847, -2.483793, 0.850664], [-0.342515, -0.891248, 3.719214], [-0.405341, -0.442700, 4.986325], [-0.356962, 0.933506, 4.953114], [-0.262658, 1.263478, 3.594473], [-0.204645, 2.635041, 3.006527], [-0.251081, 0.154449, 2.857250], [-0.311080, -3.445409, 4.212109], [-0.245412, -4.750119, 3.864262], [-0.331255, -5.501651, 5.011130], [-0.453396, -4.553237, 6.044965], [-0.590366, -4.795863, 7.514552], [-0.439791, -3.325900, 5.548837], [3.538336, -3.474770, -0.843413], [2.346103, -2.234714, -1.267224], [3.911923, -1.766428, -0.588942], [4.127515, -3.563676, 2.057796], [2.205578, -3.350408, 3.982199], [-2.817806, -3.439121, 3.619327], [-4.243184, -4.114900, 1.399465], [-3.404569, -4.077313, -1.292610], [-3.444342, -2.301570, -1.359289], [-1.914351, -3.156442, -1.640250], [-0.487568, -1.129213, 5.806028], [-0.384976, 1.610149, 5.790520], [-0.470177, 3.368961, 3.766003], [0.797575, 2.862105, 2.637325], [-0.912330, 2.700249, 2.179318], [-0.144708, -5.048663, 2.833120], [-0.310688, -6.575095, 5.100527], [-0.593723, -5.865458, 7.719273], [0.234247, -4.336204, 8.061292], [-1.519195, -4.363786, 7.889165], [3.661216, 2.959520, -2.185509], [4.233365, 1.272589, -1.512418], [4.019934, 0.045151, -2.935124], [6.073711, 1.472328, -1.102362], [3.317345, 0.754309, 0.000219], [4.156459, 3.186483, -3.132037], [3.887224, 3.768313, -1.486193], [2.582410, 2.958373, -2.357796], [4.137448, 0.523362, -3.910234], [3.025268, -0.406690, -2.891092], [4.747942, -0.766908, -2.870641], [6.645137, 1.800923, -1.972726], [6.502012, 0.527245, -0.759696], [6.222951, 2.208315, -0.308401], [3.775426, 0.721146, 0.983405], [2.319802, 0.319298, -0.039321], [-0.095089, 3.223813, -4.872821], [-0.185675, 1.707281, -5.000760], [-0.012880, 1.061795, -3.707248], [-0.611175, -0.065311, -3.260945], [0.280123, -1.160878, -2.336853], [-1.875580, -0.352108, -3.593921], [-2.940475, 0.593403, -3.919582], [-3.706613, 0.146702, -5.159564], [-0.212934, 3.696908, -5.849202], [0.876078, 3.509834, -4.464176], [-0.867768, 3.591848, -4.198139], [0.591802, 1.345698, -5.684732], [-1.145144, 1.417715, -5.424126], [0.901473, 1.176657, -3.298735], [-2.204464, -1.150967, -3.070046], [-2.516640, 1.584952, -4.064379], [-3.614220, 0.654299, -3.060803], [-3.049681, 0.102240, -6.030553], [-4.522216, 0.841303, -5.365497], [-4.129575, -0.847244, -5.007746], [-3.986495, -0.435527, 1.305572], [-3.441738, 0.646370, 0.246027], [-4.599621, 1.483230, -0.491376], [-2.310600, 1.581646, 0.982616], [-2.532039, -0.151728, -0.899156], [0.778623, 4.406342, -0.110093], [1.043443, 3.073897, -0.011236], [0.163934, 2.320203, -0.601291], [-0.772838, 3.207937, -1.128381], [-1.946752, 2.977518, -1.835665], [-2.687817, 4.068352, -2.238499], [-2.279034, 5.378962, -1.961795], [-1.123957, 5.632750, -1.247967], [-0.388633, 4.528203, -0.834391], [1.312865, 5.156107, 0.286915], [1.927704, 2.702030, 0.483907], [-2.279617, 1.968025, -2.006446], [-3.625958, 3.906094, -2.753764], [-2.887655, 6.207921, -2.300997], [-0.814103, 6.644178, -1.013297]],
  "forces_ev_per_angstrom": [[2.81, -0.01, -0.35], [-0.09, 0.05, 0.10], [0.04, -0.04, 0.21], [0.01, 0.04, 0.01], [0.08, 0.05, -0.08], [0.08, -0.26, 0.09], [0.00, 0.31, -0.18], [0.14, -0.04, -0.07], [-0.15, -0.17, 0.35], [-0.08, 0.00, -0.17], [0.04, -0.03, 0.06], [0.01, -0.20, 0.29], [-0.02, 0.17, 0.11], [-0.36, -0.83, -0.27], [0.01, 0.03, 0.54], [-0.02, 0.11, -0.14], [0.07, 0.01, -0.03], [-0.02, -0.08, 0.23], [-0.05, -0.19, -0.13], [0.08, 0.07, 0.26], [-0.01, -0.10, -0.09], [0.01, -0.02, 0.04], [0.01, -0.03, 0.00], [0.02, 0.00, -0.17], [0.01, 0.11, -0.08], [-0.03, 0.19, 0.24], [0.01, 0.00, -0.03], [0.07, 0.02, -0.05], [0.00, -0.03, -0.03], [-0.01, -0.01, 0.00], [-0.06, -0.03, -0.01], [0.05, -0.03, 0.01], [-0.02, 0.04, 0.00], [0.03, -0.03, 0.01], [0.00, -0.03, -0.06], [-0.03, 0.01, -0.06], [0.01, -0.09, 0.01], [-0.03, 0.00, -0.01], [0.01, 0.03, -0.01], [0.01, 0.02, 0.06], [0.01, 0.10, 0.00], [-0.01, 0.04, -0.01], [0.00, 0.00, -0.03], [0.00, 0.00, 0.05], [-0.01, -0.03, 0.03], [0.00, -0.03, 0.04], [-0.08, -0.26, 0.27], [0.40, 0.36, -0.65], [-0.03, -0.01, 0.31], [-0.25, -0.13, 0.09], [0.00, -0.16, -0.04], [0.05, -0.07, 0.00], [-0.04, 0.01, 0.01], [-0.04, 0.05, -0.01], [0.04, 0.08, 0.04], [-0.03, 0.00, -0.05], [-0.01, -0.01, 0.02], [-0.05, 0.00, -0.05], [0.00, 0.00, 0.00], [-0.02, 0.01, 0.00], [-0.02, 0.03, 0.03], [0.09, 0.08, -0.03], [-0.05, -0.17, 0.00], [-0.05, 0.14, -0.06], [-0.07, 0.15, -0.06], [0.11, -0.17, -0.25], [0.10, 0.01, 0.38], [-0.09, 0.14, -0.06], [-0.16, -0.03, -0.21], [0.11, 0.08, 0.09], [0.03, 0.01, 0.01], [0.01, 0.04, 0.00], [0.03, 0.05, -0.03], [-0.05, -0.04, -0.01], [0.13, -0.03, -0.03], [0.04, -0.05, 0.03], [0.02, -0.03, 0.04], [-0.08, -0.06, 0.05], [0.05, -0.01, 0.06], [-0.02, 0.00, -0.03], [-0.02, -0.03, -0.01], [-0.02, 0.01, -0.01], [0.09, -0.51, 0.39], [-2.60, 0.78, -0.46], [-0.23, 0.41, -0.35], [0.34, 0.28, 0.24], [-0.34, -0.04, -0.66], [0.05, 0.07, 0.00], [0.05, -0.09, -0.11], [-0.05, -0.17, 0.10], [0.18, 0.46, 0.06], [0.01, -0.04, 0.21], [-0.07, -0.08, -0.03], [0.03, 0.04, -0.01], [0.06, 0.10, 0.02], [-0.20, -0.27, -0.15], [0.07, -0.04, 0.03], [-0.01, 0.03, 0.07], [-0.01, -0.01, 0.10], [-0.01, -0.02, 0.00], [-0.01, 0.00, 0.03], [-0.01, -0.01, -0.01]],
  "lowdin_spin": [0.000, 0.018, 0.003, 0.000, 0.000, 0.000, 0.000, 0.000, 0.000, 0.000, 0.000, 0.000, 0.000, 0.000, 0.000, 0.000, 0.000, 0.000, 0.000, 0.000, 0.000, 0.000, 0.000, 0.000, 0.000, 0.000, 0.001, 0.000, 0.013, 0.000, 0.000, 0.000, 0.000, 0.000, 0.000, 0.000, 0.000, 0.000, 0.000, 0.000, 0.000, 0.000, 0.000, 0.000, 0.000, 0.000, 0.024, 0.103, 0.014, 0.002, 0.699, 0.003, 0.000, 0.000, 0.002, 0.000, 0.000, 0.000, 0.000, 0.000, 0.041, 0.033, 0.000, 0.000, 0.000, 0.000, 0.000, 0.000, 0.000, 0.000, 0.000, 0.000, 0.000, 0.000, 0.000, 0.000, 0.000, 0.000, 0.000, 0.000, 0.000, 0.000, 0.000, 0.000, 0.000, 0.000, 0.000, 0.002, 0.021, 0.001, 0.000, 0.000, 0.000, 0.000, 0.000, 0.001, 0.000, 0.021, 0.000, 0.000, 0.000, 0.000],
  "orbital_gap_ev": [8.01, 7.36],
  "e_lumo_ev": [2.2, 1.6],
  "charge": -1,
  "multiplicity": 2,
  "s2": 0.75,
  "total_energy_ev": -163231.6368
}